No. 1
The following is a quantum chemistry calculation of 6 unconnected molecules or ions with the total composition C28H61N3O11, from OMol25.

Geometry (Å):
O 2.941 -0.087 3.790
N -4.500 -2.206 -3.821
H -1.839 -0.213 -4.574
C 5.130 -1.326 1.003
H 9.754 -1.038 3.555
H -1.072 1.694 -2.332
H 4.473 -0.591 1.468
O -6.580 -0.114 0.248
C 0.439 0.218 -2.729
C -6.096 -0.891 1.350
C -9.120 4.009 -6.303
O -0.001 -0.775 -1.815
H 0.087 -1.151 0.187
O -9.630 5.019 -6.704
C 3.776 0.552 4.378
C 4.267 -2.275 0.216
H -7.035 4.203 -5.978
H 1.441 -1.805 -0.736
C 1.146 -0.409 -3.938
C 4.903 1.587 7.233
C 8.413 -2.072 5.957
H 6.943 -2.945 4.652
C -1.994 0.196 -3.568
H 4.377 2.424 6.773
C -6.615 -0.384 2.678
H 1.149 0.903 -2.250
H -4.578 -0.730 -2.270
H 2.589 -3.373 3.142
H -8.923 2.561 -3.029
H 3.873 -2.187 3.241
H 2.104 -2.226 -3.882
H 2.482 -1.286 -2.593
O -9.833 3.207 -5.487
H -4.181 -0.151 -5.149
H 5.133 2.274 4.292
C 4.149 1.953 3.968
H 9.621 0.413 2.548
H -5.007 -0.947 1.328
O 3.873 -2.006 -0.889
O 7.165 0.891 3.085
N 1.676 0.683 -4.776
C 7.804 -0.026 3.530
O -6.391 1.560 -1.152
C -4.907 1.658 0.694
H 5.433 -3.832 2.072
C 3.670 -3.252 3.206
H 5.740 1.986 7.807
H 7.687 -1.752 6.703
C -9.352 1.930 -5.042
H -4.434 -2.895 -3.082
H 4.109 2.005 2.883
H -7.705 -0.371 2.675
H 4.215 1.092 7.918
H -3.573 -2.123 -4.222
H -6.278 -1.036 3.485
C -5.997 1.036 -0.147
H 3.398 2.634 4.372
H -10.256 1.387 -4.770
H 8.464 -2.587 3.852
H 9.223 -1.342 5.937
H 2.501 0.331 -5.245
H 4.111 -4.986 1.999
C 4.344 -3.922 2.028
H 9.683 0.563 4.304
O 3.860 -3.436 0.766
H -7.454 2.594 -6.575
H 5.790 -0.808 0.311
H -8.891 1.389 -5.869
H 5.908 -0.229 6.683
C 5.408 0.606 6.196
H -6.266 0.627 2.889
C 9.311 -0.049 3.482
H -3.132 1.950 -4.132
H -7.523 2.607 -4.096
H 4.013 -3.697 4.142
C -0.785 1.034 -3.156
C 7.759 -2.225 4.602
H -3.529 1.281 -2.545
H 6.124 1.056 5.510
H 1.367 -0.063 -0.413
H -6.029 -0.928 -3.231
H -4.370 0.964 1.334
C -7.692 3.651 -6.650
N 2.247 -1.278 -3.575
H -6.472 -1.893 1.155
O 7.127 -1.020 4.141
H 0.396 -0.990 -4.490
H 8.827 -3.030 6.274
C -4.939 -0.907 -3.293
H 1.010 0.964 -5.485
C 0.769 -0.949 -0.640
H 5.722 -1.788 1.785
H -2.114 -0.652 -2.892
C -3.283 1.018 -3.580
C -8.426 2.048 -3.852
H -5.360 2.430 1.316
O 4.339 -0.009 5.468
H -5.297 0.946 -4.347
H -0.509 1.686 -3.987
H -8.124 1.060 -3.503
H -4.200 2.135 0.019
C -4.469 0.256 -4.173
H -7.503 3.989 -7.665

Calculated values
Structure (SMILES)   CO[C@H](CCCCCN)C(N)N.CCOC(C)=O.CCOC(C)=O.CCOC(C)=O.CCOC(C)=O.CCOC(C)=O
DFT total energy   -2095.38078 hartree
E_LUMO   0.21 eV
Orbital gap   8.806 eV
HOMO energy   -8.6 eV

Here are the Mulliken charges for atoms 1 to 5, given in e: -0.586, -0.767, 0.226, -0.337, 0.402

No. 2
The following is a quantum chemistry calculation of 4 unconnected molecules or ions with the total composition C28H61N3O3, from OMol25.

Geometry (Å):
H -1.268 -4.462 -4.525
H -0.740 3.102 -4.508
C 3.396 3.563 -3.941
H 0.853 -1.768 -7.178
H -2.340 2.010 7.189
H -3.952 -2.956 -2.344
C 5.751 2.423 -0.272
H -0.248 -3.090 -5.789
H -3.314 0.201 4.658
N -0.783 -3.018 -3.015
C 0.869 -1.365 -6.169
H -1.338 -1.741 5.608
H 4.823 1.818 -2.866
H 0.010 -4.494 -1.556
H -2.365 -5.578 -2.333
C 0.472 0.156 5.103
C -0.039 2.605 -3.837
H 2.209 3.680 -1.324
H 0.554 -1.352 -3.284
H -2.247 0.560 8.259
H 4.301 3.162 -4.390
H 3.922 3.316 -0.342
H -0.961 -1.428 -4.237
H 3.708 4.441 -3.375
H -2.391 -3.192 -4.328
C 4.034 2.020 -2.142
C -2.349 0.672 4.834
H 5.383 1.513 0.199
H -4.348 -0.058 7.869
C 1.777 3.032 -2.083
H -4.326 2.929 7.219
H 0.837 4.478 -3.378
H -4.191 -4.261 -1.217
H -3.050 -1.466 6.015
C -2.574 0.951 7.297
H -0.187 1.527 6.613
C 1.842 -0.910 0.028
H -0.181 3.929 -2.114
C -3.437 -3.780 -1.835
H -0.582 -1.758 -1.326
H -2.568 1.741 4.886
H 1.276 2.033 -5.548
H 1.381 -3.103 -5.042
H -4.572 0.634 6.285
O 1.831 -0.753 -1.230
H 0.599 0.654 3.045
C 4.621 3.011 -1.131
H -1.833 -1.614 7.317
C 0.972 1.705 -4.548
H 1.481 2.162 -1.489
H 6.680 2.348 -0.832
H 1.493 0.539 5.198
C -2.022 -1.265 6.305
C -2.761 -4.703 -2.849
H 3.055 0.961 -4.459
H 3.658 1.118 -1.657
H -0.737 1.960 -3.293
C -2.328 -3.093 -1.056
H -1.914 1.030 2.780
H -2.032 -1.484 -2.308
H 0.051 1.999 4.063
H 2.035 0.666 -3.072
H 5.876 3.135 0.544
H 1.508 -1.494 1.431
C 2.309 1.420 -3.813
O 2.184 -0.011 0.839
H 0.237 -0.485 -6.037
C -0.021 0.922 3.901
H -1.353 -0.557 3.313
H 1.873 -0.978 -5.984
H 2.616 3.904 -4.614
H -4.565 2.214 8.887
C -4.725 2.108 7.815
H 1.081 -3.354 -2.073
C 0.479 -2.515 -5.219
C 0.573 3.577 -2.816
H 4.828 4.037 -1.450
C -1.403 -2.251 -1.847
N 2.866 2.517 -2.997
C -1.469 0.487 3.613
C -1.805 -3.916 -3.754
C -0.300 0.469 6.381
H 0.592 -4.609 -3.259
H 0.550 0.734 -4.811
H -5.810 2.140 7.720
C -0.078 -1.985 -3.905
H -3.564 -5.071 -3.491
C -4.107 0.811 7.255
N -1.818 0.248 6.190
H -0.022 -0.151 7.230
H 0.675 -0.912 5.001
H -1.834 -3.882 -0.478
H -2.814 -2.518 -0.263
O 1.291 -2.043 0.612
C 0.252 -3.949 -2.467

Calculated values
ΔE to the lowest compared entry with this formula, charge and spin   58.9 kcal/mol
DFT total energy   -1492.90523 hartree
Charge   +2
E_LUMO   -3.71 eV
Orbital gap   8.857 eV
HOMO energy   -12.6 eV

Here are the Mulliken charges for atoms 1 to 5, given in e: 0.517, 0.444, -1.049, 0.420, 0.470

No. 3
The following is a quantum chemistry calculation of 7 unconnected molecules or ions with the total composition C28H61O24PS6, from OMol25.

Geometry (Å):
H 1.258 -1.014 0.749
H -8.903 -2.292 -5.607
C -1.892 1.052 -2.225
H 2.988 -4.154 4.971
H -0.109 5.274 -2.420
H -7.783 -0.047 -5.732
H -2.247 0.289 -1.432
O -0.449 7.815 -1.692
O 2.539 -2.141 7.646
H 3.926 -8.979 -0.973
S -5.741 -2.283 -3.938
S -6.543 6.582 0.940
O 6.693 -9.230 -1.162
C -2.498 9.337 -1.602
H -6.290 -0.810 -6.271
C -8.023 -2.114 -6.233
C -4.801 6.304 1.094
H 0.887 -1.432 9.656
P 3.478 1.683 -2.470
H -4.863 -2.586 -1.786
H -5.227 3.389 -3.430
H -5.126 -0.857 -2.155
H 1.462 -3.542 5.653
H 8.767 -10.465 0.180
C 8.006 -8.745 -0.897
H 6.154 -2.009 1.362
H 5.486 -2.945 -0.019
H 1.663 -0.291 -3.550
C 0.224 5.489 -1.400
C 4.550 3.997 -2.683
O -2.602 6.818 -0.929
H 8.001 -8.078 -0.028
H -0.599 5.229 -0.731
H 0.896 7.190 -0.232
O 2.883 1.474 -4.056
O -6.866 -1.173 -4.307
H -4.439 6.816 1.986
O -6.506 8.205 0.941
O 4.958 2.600 -2.642
C -5.545 -1.859 -2.231
H 4.049 -7.347 3.492
C -4.716 3.691 -2.427
C 4.435 5.309 -2.532
H 0.051 -0.124 -2.116
H 4.612 6.457 -2.520
H -4.646 5.228 1.198
C -3.859 2.377 -1.955
C 2.492 -3.826 5.887
H 6.182 -6.154 3.184
H -0.456 1.755 -4.449
H 0.774 2.686 -3.390
H 4.405 -10.557 -1.687
H -4.298 6.669 0.200
H -9.076 7.830 1.876
C 4.285 -9.986 -0.766
H -8.281 9.186 2.666
H -2.349 0.743 -3.253
H 1.070 4.843 -1.157
O -4.522 -1.960 -4.640
O 5.752 -8.929 1.128
H -7.412 9.956 0.438
H 3.157 -6.017 2.750
O -4.567 1.364 -1.567
O 3.980 0.192 -1.722
S 5.850 -9.891 0.057
S -1.759 7.972 -0.749
O -6.969 6.128 -0.363
H -1.857 10.211 -1.505
H 4.607 -1.526 0.609
O 3.897 -3.243 9.424
H 8.964 -10.562 -1.566
O -6.338 -3.591 -4.013
C -7.695 8.913 0.605
H 4.256 -2.951 6.797
H 5.085 -5.122 4.095
O 6.325 -11.231 0.277
C -7.197 -0.969 -5.677
H 1.680 -2.205 11.055
H -3.468 9.529 -1.139
H -9.587 9.475 1.490
C 0.603 6.953 -1.261
H 2.444 -4.681 6.566
C 2.218 -0.699 0.180
C 3.083 -0.125 -0.635
S 4.346 -3.395 1.999
H 3.318 -1.855 5.787
O -1.341 8.415 0.558
H 2.538 -0.924 10.151
O -2.419 2.395 -1.940
C 1.841 -1.756 10.073
C 3.235 -2.664 6.518
H -4.031 4.614 -2.540
H -5.504 3.851 -1.586
C 5.249 -2.367 0.874
C -8.721 8.851 1.722
C 4.119 -6.536 2.764
O -7.179 6.132 2.151
H -2.638 9.066 -2.649
O 2.567 2.540 -1.550
H 1.415 0.491 -5.210
C 1.623 0.732 -4.085
H 1.468 7.159 -1.897
S 2.533 -3.002 9.021
H -8.112 8.538 -0.336
H 3.592 -10.503 -0.099
C 0.333 1.625 -3.603
O 3.179 -3.892 1.318
O 4.259 -2.721 3.273
H -8.349 -1.900 -7.254
H 8.307 -8.145 -1.761
H 0.094 1.536 -1.279
O 1.575 -4.069 8.897
H 4.271 -6.961 1.769
H -6.516 -1.917 -1.739
C -0.273 0.992 -2.239
C 8.998 -9.878 -0.712
C 5.249 -5.587 3.116
O 5.435 -4.591 2.114
H 10.015 -9.493 -0.604
H -7.449 -3.043 -6.253

Calculated values
Structure (SMILES)   C#COP(=O)(OC#C)OCCCCOC(C)=O.CCOS(C)(=O)=O.CCOS(C)(=O)=O.CCOS(C)(=O)=O.CCOS(C)(=O)=O.CCOS(C)(=O)=O.CCOS(C)(=O)=O
DFT total energy   -5639.33964 hartree
E_LUMO   -0.62 eV
Orbital gap   9.641 eV
HOMO energy   -10.3 eV

Here are the Mulliken charges for atoms 1 to 5, given in e: 0.381, 0.262, -0.695, 0.107, 0.232

No. 4
The following is a quantum chemistry calculation of a molecular structure, C28H62BGaN12O, from OMol25.

Geometry (Å):
H -3.452 -2.260 -3.501
N 0.192 -3.253 1.712
H 1.486 -3.846 -0.469
O -0.665 -1.640 0.355
C 3.201 2.408 -1.922
C 1.838 -0.626 2.100
C 1.225 3.212 -0.672
C 3.528 -2.260 1.437
C -3.321 -1.935 -0.725
H -0.055 2.891 2.709
C 0.462 -3.513 -0.674
H 0.615 1.305 3.632
H -1.901 -2.772 -2.817
C 3.139 2.388 0.555
Ga -0.417 0.751 0.257
C -3.830 0.508 -3.854
H -3.424 2.740 1.844
C -2.615 0.164 -1.734
H 0.123 -5.895 0.984
C -0.022 -2.677 0.472
C -0.121 4.908 -1.848
H -2.712 2.827 -0.527
H 4.076 0.156 2.994
H -1.644 3.652 2.709
H -3.507 0.979 1.760
H 0.758 -2.235 3.843
H 2.050 6.226 -1.436
H 0.267 -0.325 -4.761
N 0.310 0.362 -1.528
H -4.098 1.763 -0.418
H -4.443 -0.316 -3.500
C 2.723 -0.709 -0.237
C -1.715 -4.837 1.518
C 0.074 0.483 3.160
C 0.557 -0.145 -2.536
C -1.037 -3.745 2.373
H 0.829 -4.032 1.615
H -0.443 5.759 -1.247
N -2.753 -1.164 -1.821
H 2.220 -1.407 -0.905
H 3.777 -0.675 -0.522
N -2.871 0.901 -2.827
H -1.699 -2.897 2.542
H 3.142 4.907 -1.024
H 3.711 3.295 0.778
H 2.447 2.189 1.371
C -2.970 1.854 1.396
H 0.008 -5.435 -1.493
H -1.922 -0.117 2.694
C -0.558 3.720 0.827
H 2.598 5.118 -2.704
H 0.039 4.606 1.058
H -1.305 -6.446 0.180
C -2.200 2.167 -3.053
C 2.307 5.190 -1.656
H -1.403 -4.447 -1.249
N -2.257 0.731 -0.563
H -1.823 1.200 3.872
N 1.139 4.357 -1.366
H 0.596 -2.018 -3.722
H 2.304 0.276 -0.366
H -2.565 -4.412 0.979
H 0.020 5.245 -2.875
H 2.107 -0.725 -4.027
H -1.845 2.201 -4.084
H 2.343 -2.656 4.481
H -1.441 4.075 0.295
H 3.562 1.382 -2.010
H 2.579 2.614 -2.790
C -2.520 -1.908 -3.055
H -0.889 4.146 -1.833
H -2.678 -2.775 -0.484
N 0.236 2.737 0.083
N -1.557 1.727 1.826
C 3.654 -0.508 3.747
N 2.642 -1.132 1.145
H -2.871 3.015 -2.890
C -3.052 1.871 -0.121
C -1.388 0.800 2.950
H 0.459 -2.950 -1.607
H -0.745 -4.133 3.348
B 0.912 -0.857 -3.884
H -2.137 -5.590 2.185
H -4.299 -2.319 -1.026
C -0.794 -5.537 0.500
H 4.565 -1.938 1.539
H -1.341 2.233 -2.392
H 3.845 1.562 0.479
N 0.731 0.084 1.890
H -3.424 -1.309 0.155
H 3.219 -2.781 2.337
H 1.411 -1.370 5.257
H 4.301 -1.385 3.846
C -0.463 -4.755 -0.783
N 2.284 -0.860 3.399
H 4.065 3.076 -1.930
H 3.474 -2.953 0.596
H -4.483 1.357 -4.059
H 3.656 0.020 4.702
C -0.954 3.045 2.119
C 1.657 -1.823 4.293
H -1.971 -1.299 -3.767
H -3.333 0.219 -4.781
N 2.406 2.520 -0.704
H 0.071 -0.321 3.883

Calculated values
ΔE to the lowest compared entry with this formula, charge and spin   0.0 kcal/mol
DFT total energy   -3785.62017 hartree
Charge   +2
E_LUMO   -3.93 eV
Orbital gap   10.133 eV
HOMO energy   -14.1 eV

Here are the Mulliken charges for atoms 1 to 5, given in e: 0.415, 0.550, 0.471, -0.012, -1.197

Q: What is the formula in the fourth record?
A: C28H62BGaN12O